1.
6 unconnected molecules or ions with the total composition C24H42N6 in a non-equilibrium geometry, computed with ωB97M-V with the def2-TZVPD basis set.

Positions of all 72 atoms, in Å:
C  20.97493  3.09670  12.24084
C  20.63493  2.57603  13.62885
C  21.13882  1.17102  13.83305
C  22.59318  1.06021  13.91144
N  23.72980  0.94630  13.97508
H  22.07024  3.05355  12.19431
H  20.72891  4.12944  12.01556
H  20.57706  2.47356  11.43958
H  19.57735  2.67104  13.87402
H  21.19725  3.22812  14.30727
H  20.83063  0.52373  13.00018
H  20.75366  0.62429  14.69844
C  18.39287  5.12466  10.57232
C  17.32416  4.09965  10.24514
C  16.79086  4.11882  8.82084
C  16.60524  5.45662  8.27826
N  16.45871  6.50648  7.84883
H  18.05000  6.16250  10.58883
H  19.23406  5.15891  9.87510
H  18.76196  4.89116  11.57373
H  16.48925  4.26556  10.93107
H  17.66412  3.10577  10.54784
H  15.84389  3.57367  8.82358
H  17.41225  3.55324  8.12172
C  14.92154  3.70616  14.98147
C  16.32907  4.03698  14.50688
C  16.45185  5.49441  14.01590
C  15.59087  5.87574  12.90969
N  14.98550  6.22668  12.00370
H  14.15816  3.80990  14.21246
H  14.66717  4.37592  15.81100
H  14.86326  2.71249  15.42759
H  16.69791  3.33306  13.75990
H  16.98985  4.01903  15.37676
H  17.48975  5.73445  13.78905
H  16.16467  6.09890  14.88242
C  22.64890  6.77286  10.05671
C  22.35802  8.24960  10.06824
C  20.84641  8.52147  10.20541
C  20.08314  8.12369  9.02956
N  19.48901  7.81593  8.09828
H  23.72419  6.55363  10.04684
H  22.14074  6.21201  9.27609
H  22.42081  6.30361  11.02488
H  22.74396  8.72646  9.16737
H  22.84643  8.71790  10.92323
H  20.68754  9.57848  10.42030
H  20.47187  7.95023  11.05916
C  26.57764  -0.68628  13.97726
C  27.49880  -0.91199  15.17609
C  28.95632  -0.54150  14.99646
C  29.63545  -1.15641  13.86103
N  30.15037  -1.64042  12.96023
H  25.69304  -1.29221  14.16136
H  27.01056  -1.03602  13.03861
H  26.34028  0.37083  13.91557
H  27.41470  -1.93645  15.55282
H  27.17043  -0.33431  16.04657
H  29.54201  -0.67011  15.90753
H  29.05662  0.53777  14.80642
C  25.25669  0.17389  8.47892
C  25.68115  0.56453  9.88336
C  24.76805  0.00754  10.98075
C  23.33272  0.18928  10.76667
N  22.20414  0.33668  10.59508
H  25.85425  0.65413  7.70883
H  24.20182  0.42421  8.34041
H  25.33531  -0.90731  8.34661
H  25.71698  1.64410  10.02657
H  26.66385  0.13561  10.08987
H  25.00372  0.47208  11.94253
H  24.91210  -1.05643  11.19979

Atomic forces in eV per Å
0.76 -0.38 -0.29
0.21 1.29 0.26
-0.18 -1.47 -0.32
-0.47 0.11 -0.14
0.47 0.09 0.10
-0.09 -0.08 -0.42
-0.32 0.10 0.40
0.02 -0.05 0.03
-0.04 -0.20 -0.02
-0.38 -0.05 0.29
0.12 0.21 -0.10
-0.13 0.51 0.24
0.41 0.38 0.22
-0.15 0.23 0.73
-0.11 -0.81 -0.14
-0.16 -0.27 0.16
-0.10 0.40 -0.16
-0.45 -0.16 -0.03
0.03 -0.43 0.01
0.19 0.14 -0.07
-0.09 0.22 -0.18
0.18 -0.10 -0.53
-0.14 0.26 -0.17
0.26 0.17 0.11
0.02 0.09 0.57
-0.04 0.39 0.00
-0.13 -0.31 0.85
0.41 -0.01 -0.03
-0.39 0.01 -0.26
0.06 -0.04 -0.09
-0.11 0.11 -0.20
0.05 -0.12 -0.30
-0.03 0.00 -0.01
0.13 -0.37 -0.12
-0.03 0.05 -0.20
0.06 0.23 -0.18
0.88 -0.88 0.98
-0.38 0.09 -0.03
0.45 0.02 0.30
0.01 0.15 0.02
0.04 -0.10 -0.15
-0.07 0.27 -0.67
0.02 0.08 -0.14
-0.62 0.19 -0.13
-0.04 0.06 -0.02
0.06 0.03 -0.02
-0.20 -0.01 -0.13
-0.07 0.07 0.00
0.46 -0.32 0.57
-0.13 -0.41 0.69
0.55 1.10 -0.25
-0.19 -0.29 0.35
0.17 -0.13 -0.34
-0.33 0.39 -0.18
0.19 0.04 0.05
-0.28 -0.03 -0.23
0.20 -0.11 -0.38
-0.23 0.17 -0.24
-0.03 -0.41 -0.03
-0.26 -0.06 0.00
-0.42 -0.17 0.16
-0.02 -0.44 0.20
-0.08 -0.26 0.71
-0.20 0.20 -0.17
0.24 -0.06 0.07
0.02 0.08 0.00
0.09 0.11 -0.23
0.06 0.01 -0.02
0.14 0.04 -0.22
0.13 0.34 0.02
-0.08 0.14 -0.12
0.10 -0.02 -0.44

Summary:
Frontier orbital gap in eV: 11.2
Structure (SMILES): CCCC#N.CCCC#N.CCCC#N.CCCC#N.CCCC#N.CCCC#N
Energy above the lowest of the compared OMol25 structures with the same formula, charge and spin in kcal per mole: 16.50
LUMO energy in eV: 0.281
Net charge: 0
E_HOMO in eV: -10.9

Listed below, in e, are the Löwdin charges computed for each atom:
1. C -0.11
2. C -0.25
3. C -0.20
4. C -0.21
5. N 0.18
6. H 0.07
7. H 0.04
8. H 0.07
9. H 0.10
10. H 0.11
11. H 0.11
12. H 0.12
13. C -0.12
14. C -0.26
15. C -0.18
16. C -0.24
17. N 0.16
18. H 0.07
19. H 0.07
20. H 0.04
21. H 0.08
22. H 0.11
23. H 0.12
24. H 0.12
25. C -0.11
26. C -0.26
27. C -0.19
28. C -0.24
29. N 0.17
30. H 0.08
31. H 0.08
32. H 0.07
33. H 0.10
34. H 0.11
35. H 0.11
36. H 0.12
37. C -0.12
38. C -0.26
39. C -0.19
40. C -0.24
41. N 0.16
42. H 0.07
43. H 0.07
44. H 0.07
45. H 0.11
46. H 0.11
47. H 0.12
48. H 0.11
49. C -0.12
50. C -0.26
51. C -0.21
52. C -0.24
53. N 0.14
54. H 0.07
55. H 0.07
56. H 0.05
57. H 0.11
58. H 0.11
59. H 0.12
60. H 0.12
61. C -0.11
62. C -0.25
63. C -0.21
64. C -0.23
65. N 0.16
66. H 0.07
67. H 0.07
68. H 0.08
69. H 0.11
70. H 0.11
71. H 0.07
72. H 0.12

---

2.
2 unconnected molecules or ions with the total composition C31H33N2O in a non-equilibrium geometry, computed with ωB97M-V with the def2-TZVPD basis set.

Positions of all 67 atoms, in Å:
C  5.63044  -3.81454  3.43346
O  5.53497  -2.46576  2.90495
C  4.25643  -2.05345  2.68915
C  4.07980  -0.85430  1.96404
C  2.81103  -0.42001  1.70807
C  1.70264  -1.06425  2.31405
C  0.35877  -0.62181  1.82160
C  -0.87202  -1.42147  2.06842
C  -2.08666  -0.80864  2.40963
C  -3.21873  -1.58791  2.59538
C  -3.16481  -2.97598  2.50055
C  -4.39236  -3.77797  2.76291
C  -1.98138  -3.56897  2.06294
C  -0.88165  -2.78780  1.73667
C  1.88243  -2.26845  3.00850
C  3.14448  -2.82061  3.11812
H  6.69981  -4.04933  3.46483
H  5.19630  -3.85130  4.44388
H  5.06631  -4.51435  2.78458
H  4.95998  -0.30653  1.62972
H  2.64078  0.40033  0.99617
H  0.18832  0.43879  2.13174
H  -2.14394  0.27933  2.51992
H  -4.19152  -1.13797  2.80833
H  -4.14788  -4.79510  3.06364
H  -4.95175  -3.29075  3.55651
H  -5.05664  -3.82995  1.89669
H  -1.93865  -4.64524  1.93712
H  -0.01672  -3.22703  1.22318
H  1.02796  -2.82892  3.37593
H  3.28688  -3.80165  3.58987
C  0.21763  3.81930  -0.32416
N  0.64953  2.74538  -1.23068
C  -0.06312  1.68620  -1.60116
H  0.47316  -0.69493  0.77446
C  -1.49738  1.68740  -1.65417
C  -1.91089  2.36895  -2.83680
C  -3.25989  2.52199  -3.03794
C  -4.17570  2.00460  -2.12624
C  -5.58580  2.25732  -2.47587
C  -3.75688  1.32033  -0.99129
C  -2.40839  1.13258  -0.72934
N  0.72687  0.81819  -2.25385
C  0.30987  -0.49009  -2.76612
C  1.93625  1.46081  -2.55551
C  1.91864  2.67430  -1.85271
C  2.65273  3.77382  -2.27369
C  3.42485  3.60292  -3.43167
C  3.44865  2.38878  -4.12782
C  2.68466  1.29645  -3.70281
H  1.05189  4.49351  -0.16723
H  -0.64288  4.43124  -0.70519
H  -0.10652  3.34130  0.62146
H  -1.19430  2.77790  -3.56507
H  -3.60497  3.05784  -3.92367
H  -6.24650  1.88370  -1.71098
H  -5.73124  3.32825  -2.60270
H  -5.81933  1.78786  -3.42924
H  -4.52447  0.94561  -0.32315
H  -2.03809  0.59623  0.15503
H  1.13748  -0.89588  -3.33804
H  0.06787  -1.14525  -1.91750
H  -0.58521  -0.44568  -3.41271
H  2.51401  4.73443  -1.78419
H  3.94447  4.46823  -3.84007
H  3.98007  2.32917  -5.07297
H  2.59031  0.40884  -4.30700

Atomic forces in eV per Å
0.05 0.54 -0.23
-0.23 -0.87 0.13
-0.44 -0.45 0.03
0.79 -0.66 0.56
-1.05 -0.18 0.50
0.49 -0.91 -0.55
-0.45 1.23 0.99
-0.67 -0.40 -0.27
0.43 -0.22 0.18
-0.33 -0.04 -0.02
0.28 0.21 -0.37
-0.27 -0.10 0.19
-0.04 0.16 -0.29
0.04 0.22 0.37
-0.09 0.67 -0.58
1.07 0.51 0.31
-0.39 0.02 -0.06
0.27 -0.01 -0.22
0.54 0.26 0.25
-0.17 -0.27 -0.06
0.05 -0.15 0.52
0.01 -0.61 -0.43
0.10 -0.36 0.14
0.36 0.04 0.09
-0.06 -0.02 0.03
-0.19 -0.18 0.17
0.13 -0.01 -0.06
-0.04 0.03 -0.12
-0.24 0.09 0.55
0.11 0.21 -0.02
-0.23 0.71 -0.22
-1.17 -0.04 0.11
0.62 0.30 0.14
1.47 -0.57 0.49
0.14 0.61 -1.62
-1.36 -0.14 -0.15
-0.03 -0.33 0.79
0.44 0.07 -0.28
0.44 0.20 -0.33
-0.52 0.00 0.10
-0.33 -0.01 -0.07
1.00 0.51 -0.66
-0.41 0.09 -0.25
-0.53 -0.10 0.11
-0.69 0.57 0.22
-0.97 0.08 -0.72
0.64 -0.19 -0.45
-0.16 0.41 0.71
-0.37 -0.44 0.18
0.92 0.45 -0.27
0.07 -0.14 0.16
0.78 -0.78 0.00
0.33 0.49 -0.43
-0.21 -0.27 0.52
-0.03 -0.18 0.25
-0.42 -0.06 0.14
-0.20 0.06 0.06
-0.15 -0.09 -0.01
0.18 -0.08 0.08
-0.28 0.24 -0.43
-0.03 -0.13 0.09
0.23 0.13 -0.30
0.45 0.31 0.28
0.24 -0.10 -0.24
-0.02 -0.26 0.12
0.00 -0.04 0.21
0.13 -0.08 -0.08

Summary:
Frontier orbital gap in eV: 7.3
Energy above the lowest of the compared OMol25 structures with the same formula, charge and spin in kcal per mole: 0.00
LUMO energy in eV: -2.649
Net charge: +1
E_HOMO in eV: -10.0

Listed below, in e, are the Löwdin charges computed for each atom:
1. C -0.07
2. O -0.09
3. C -0.27
4. C -0.01
5. C -0.05
6. C -0.21
7. C -0.14
8. C -0.24
9. C -0.06
10. C -0.05
11. C -0.29
12. C -0.05
13. C -0.03
14. C -0.05
15. C -0.03
16. C -0.02
17. H 0.10
18. H 0.09
19. H 0.10
20. H 0.12
21. H 0.11
22. H 0.13
23. H 0.11
24. H 0.12
25. H 0.08
26. H 0.08
27. H 0.09
28. H 0.12
29. H 0.13
30. H 0.11
31. H 0.10
32. C 0.04
33. N 0.02
34. C -0.19
35. H 0.09
36. C -0.16
37. C 0.00
38. C -0.03
39. C -0.27
40. C -0.04
41. C -0.01
42. C 0.02
43. N 0.03
44. C 0.04
45. C -0.13
46. C -0.12
47. C 0.01
48. C -0.05
49. C -0.05
50. C 0.01
51. H 0.09
52. H 0.12
53. H 0.11
54. H 0.14
55. H 0.13
56. H 0.08
57. H 0.10
58. H 0.10
59. H 0.12
60. H 0.10
61. H 0.09
62. H 0.10
63. H 0.11
64. H 0.12
65. H 0.12
66. H 0.12
67. H 0.11

---

3.
A molecular structure, CrCuH13O11S in a non-equilibrium geometry, computed with ωB97M-V with the def2-TZVPD basis set.

Positions of all 27 atoms, in Å:
Cu  0.52822  -0.32528  -2.29732
Cr  -0.53313  2.24043  -0.62579
S  -1.50547  1.39123  -3.78043
O  -0.79548  2.44470  -4.46516
O  -2.82378  2.02188  -4.01769
O  -1.34914  0.13405  -4.49828
O  -1.08799  1.33530  -2.39618
O  0.49894  0.41821  -0.04947
H  0.63981  0.05099  0.84486
O  3.02056  0.97998  0.92265
H  2.25255  0.81957  0.37433
H  2.74285  0.72964  1.80381
O  1.93380  -2.20515  -0.34344
H  1.98208  -1.25252  -0.26355
H  1.42332  -2.35366  -1.13943
O  -0.13284  -1.61533  2.62074
H  0.57933  -2.21044  2.38644
H  -0.69002  -1.58985  1.84284
O  1.38555  0.30443  3.57423
H  0.83217  -0.45210  3.38016
H  0.78859  0.94593  3.95939
O  -2.12877  1.24030  0.49408
H  -3.05404  1.14981  0.26619
H  -2.13346  1.52642  1.40750
O  -1.07186  -2.06649  0.22154
H  -0.72097  -1.17691  0.26342
H  -0.58084  -2.48510  -0.48550

Atomic forces in eV per Å
-1.10 0.90 -0.02
-0.40 -3.07 -0.58
-4.46 5.24 -10.46
4.99 0.69 0.37
-2.20 -2.64 3.13
0.92 -2.13 2.04
2.25 -1.09 6.92
-0.47 0.99 -0.72
-0.11 0.47 -0.34
0.66 0.12 -0.20
-0.28 0.14 -0.21
-0.11 -0.04 0.60
0.05 -0.31 0.10
0.24 0.48 0.20
0.03 -0.36 -0.36
0.19 0.34 0.83
0.14 -0.45 -0.19
-0.28 -0.70 0.00
0.76 0.85 -0.04
-0.56 -0.52 -0.17
0.02 0.18 0.22
0.85 0.80 -0.09
-0.50 -0.05 -0.65
-0.02 -0.07 0.60
-0.80 -0.21 -0.17
0.15 0.71 -0.85
0.05 -0.29 0.05

Summary:
Frontier orbital gap (spin up / spin down) in eV: 3.5 / 4.1
⟨S²⟩: 6.0176
LUMO energy (spin up / spin down) in eV: -3.338 / -2.765
Multiplicity: 5
Net charge: 0
E_HOMO (spin up / spin down) in eV: -6.8 / -6.8

Listed below, in e, are the Löwdin charges computed for each atom:
1. Cu 0.60
2. Cr 1.19
3. S 0.16
4. O -0.38
5. O -0.38
6. O -0.34
7. O -0.49
8. O -0.40
9. H -0.01
10. O -0.05
11. H -0.05
12. H 0.00
13. O -0.01
14. H 0.00
15. H 0.02
16. O -0.03
17. H 0.07
18. H 0.00
19. O -0.05
20. H -0.03
21. H 0.04
22. O -0.03
23. H 0.11
24. H 0.09
25. O -0.03
26. H -0.02
27. H 0.05